Record 1
{
  "formula": "C15H40O5",
  "method": "the ωB97M-V functional and the def2-TZVPD basis",
  "de_lowest_ev": 2.710,
  "orbital_gap_ev": 10.459,
  "smiles": "CC(C)O.CC(C)O.CC(C)O.CC(C)O.CC(C)O",
  "homo_energy_ha": -0.367,
  "elements": ["C", "C", "C", "O", "H", "H", "H", "H", "H", "H", "H", "H", "C", "C", "C", "O", "H", "H", "H", "H", "H", "H", "H", "H", "C", "C", "C", "O", "H", "H", "H", "H", "H", "H", "H", "H", "C", "C", "C", "O", "H", "H", "H", "H", "H", "H", "H", "H", "C", "C", "C", "O", "H", "H", "H", "H", "H", "H", "H", "H"],
  "coordinates": [[11.546, -15.171, -10.712], [11.562, -16.018, -9.443], [10.673, -17.249, -9.571], [12.951, -16.533, -9.287], [10.584, -14.956, -11.179], [12.026, -15.754, -11.497], [12.193, -14.298, -10.631], [11.142, -15.372, -8.672], [10.668, -17.924, -8.715], [11.067, -17.827, -10.407], [9.651, -16.941, -9.793], [13.560, -16.294, -9.990], [22.063, -13.833, -14.670], [22.166, -15.221, -14.004], [21.153, -15.497, -12.893], [22.172, -16.204, -14.983], [21.064, -13.576, -15.023], [22.797, -13.802, -15.475], [22.387, -13.057, -13.977], [23.150, -15.242, -13.534], [21.174, -14.602, -12.271], [21.419, -16.403, -12.348], [20.232, -15.754, -13.416], [21.765, -15.796, -15.751], [16.719, -15.651, -12.899], [15.685, -14.792, -12.100], [14.819, -13.886, -13.063], [14.893, -15.824, -11.513], [17.345, -14.983, -13.490], [16.209, -16.256, -13.648], [17.450, -16.213, -12.317], [16.140, -14.354, -11.211], [14.118, -13.335, -12.436], [14.299, -14.540, -13.762], [15.547, -13.333, -13.656], [14.505, -16.151, -12.328], [11.898, -16.414, -15.476], [10.949, -17.437, -14.799], [11.148, -17.759, -13.367], [9.638, -16.978, -15.129], [12.883, -16.870, -15.568], [12.019, -15.483, -14.922], [11.435, -16.129, -16.421], [11.045, -18.426, -15.248], [12.177, -17.946, -13.062], [10.416, -18.510, -13.068], [10.807, -16.846, -12.878], [9.183, -16.846, -14.294], [19.084, -12.159, -9.679], [20.071, -12.614, -8.563], [21.162, -13.664, -8.982], [20.725, -11.439, -8.114], [18.325, -12.934, -9.783], [19.592, -11.866, -10.598], [18.493, -11.298, -9.368], [19.506, -12.959, -7.698], [20.586, -14.494, -9.392], [21.842, -14.045, -8.221], [21.809, -13.263, -9.762], [21.461, -11.197, -8.680]],
  "forces_ev_per_angstrom": [[0.6, -0.7, -0.9], [1.0, -0.7, -1.4], [0.2, 0.1, -0.5], [-1.8, 0.5, 1.5], [-0.3, 0.4, 0.7], [0.2, -0.2, 0.0], [-0.4, 0.3, 0.3], [1.0, -0.1, 0.8], [0.1, 0.3, 0.2], [-0.2, -0.1, -0.1], [-0.1, -0.1, 0.0], [-0.2, 0.6, -0.4], [0.3, -0.2, 0.7], [0.6, 1.2, 0.9], [0.5, -0.1, -1.2], [-0.3, -0.8, -0.8], [-0.1, -0.1, -0.1], [-0.2, 0.0, -0.2], [-0.2, 0.1, 0.1], [0.3, 0.0, 0.0], [-0.7, -0.3, 0.3], [0.2, 0.2, 0.2], [-0.5, 0.6, 0.4], [0.0, -0.4, -0.3], [0.6, 2.0, -0.5], [0.6, -1.7, -0.8], [1.6, -1.2, 1.4], [-1.2, 0.2, 0.0], [0.2, 0.2, -0.2], [-0.1, -0.3, 0.2], [-0.6, -0.2, 0.3], [0.1, 0.8, -0.5], [0.1, 0.4, -0.5], [-0.2, -0.1, 0.1], [-0.4, 0.7, 0.2], [-0.6, -0.9, 0.3], [-0.2, -0.8, 0.7], [0.6, -0.2, -2.0], [-1.0, 1.6, 0.9], [-0.2, -0.2, 0.8], [0.1, 0.1, -0.4], [-0.2, 0.0, 0.4], [0.4, -0.3, -0.2], [0.2, 0.1, -1.0], [-0.2, -0.3, -0.1], [0.5, -0.4, 0.1], [0.3, 0.1, 0.7], [-0.4, 0.1, 0.0], [-0.1, -0.8, 0.9], [1.2, 0.8, -0.7], [-1.5, 0.2, -0.4], [0.2, 0.6, 0.9], [0.2, -0.3, -0.7], [0.0, -0.4, -0.1], [0.4, 0.1, 0.4], [0.0, -0.2, -0.1], [0.4, -0.3, -0.2], [-0.5, 0.3, 0.4], [-0.2, 0.2, -0.3], [0.0, -0.2, -0.2]]
}

=====

Record 2
{
  "formula": "C15H41GaN4O8P",
  "method": "the ωB97M-V functional and the def2-TZVPD basis",
  "charge": -1,
  "orbital_gap_ev": 7.322,
  "homo_energy_ha": -0.199,
  "elements": ["C", "C", "Ga", "C", "O", "N", "O", "P", "O", "O", "O", "H", "H", "H", "H", "H", "H", "H", "H", "C", "C", "C", "O", "C", "N", "H", "H", "H", "H", "H", "H", "H", "H", "H", "H", "H", "C", "C", "C", "O", "C", "N", "H", "H", "H", "H", "H", "H", "H", "H", "H", "H", "H", "C", "C", "C", "O", "C", "N", "H", "H", "H", "H", "H", "H", "H", "H", "H", "H", "H"],
  "coordinates": [[2.753, 4.245, 0.973], [1.560, 5.033, 0.551], [0.735, 6.557, 1.753], [1.473, 8.454, 1.203], [2.412, 8.966, 2.233], [2.512, 10.306, 2.190], [2.681, 10.715, 1.042], [-1.620, 6.587, 1.387], [-2.154, 5.194, 0.827], [-2.081, 7.826, 0.252], [-2.374, 6.931, 2.957], [3.442, 4.638, 1.853], [3.114, 3.257, 0.441], [1.109, 4.772, -0.516], [1.005, 6.252, 3.332], [2.033, 8.329, 0.158], [0.549, 9.162, 1.046], [-2.767, 7.425, -0.368], [-1.625, 6.944, 3.636], [3.021, -1.774, -2.194], [3.584, -1.675, -0.779], [2.519, -1.320, 0.285], [2.136, 0.059, 0.297], [1.161, 0.405, -0.674], [4.694, -0.711, -0.773], [2.814, -0.796, -2.637], [3.739, -2.275, -2.854], [2.096, -2.359, -2.208], [3.986, -2.663, -0.522], [2.955, -1.512, 1.273], [1.638, -1.968, 0.205], [0.447, -0.405, -0.850], [1.648, 0.694, -1.607], [0.611, 1.276, -0.307], [5.127, -0.717, 0.152], [4.284, 0.225, -0.840], [-3.270, -0.008, 0.491], [-2.822, -1.461, 0.620], [-3.429, -2.187, 1.845], [-2.818, -1.845, 3.093], [-3.300, -0.642, 3.671], [-1.353, -1.509, 0.639], [-2.775, 0.653, 1.207], [-3.035, 0.374, -0.510], [-4.352, 0.083, 0.633], [-3.172, -1.987, -0.277], [-3.255, -3.262, 1.718], [-4.516, -2.054, 1.895], [-4.364, -0.484, 3.472], [-2.714, 0.207, 3.313], [-3.158, -0.706, 4.754], [-1.059, -2.487, 0.631], [-1.049, -1.174, 1.557], [0.961, -6.441, -2.496], [0.247, -5.518, -1.512], [-1.271, -5.792, -1.399], [-2.043, -5.288, -2.494], [-2.059, -6.130, -3.636], [0.516, -4.121, -1.885], [0.772, -6.174, -3.539], [2.046, -6.388, -2.347], [0.657, -7.482, -2.348], [0.686, -5.700, -0.523], [-1.642, -5.265, -0.512], [-1.478, -6.856, -1.235], [-2.036, -7.191, -3.369], [-1.225, -5.884, -4.295], [-2.983, -5.934, -4.189], [0.116, -3.510, -1.172], [-0.042, -3.916, -2.718]],
  "forces_ev_per_angstrom": [[-2.6, 2.1, -1.1], [3.5, -2.5, 0.1], [1.6, 0.0, -0.3], [-0.4, -0.9, -2.4], [-1.8, -0.1, 0.0], [1.8, 1.0, -3.2], [-0.9, -0.3, 2.9], [-2.3, -3.0, -1.1], [1.1, 4.3, 1.6], [-0.8, -2.0, 0.9], [2.0, -0.1, -1.3], [-1.8, -1.1, -1.6], [-0.7, 2.3, 0.9], [0.8, 0.1, 2.4], [-0.3, 0.1, -0.4], [-1.2, 0.5, 2.3], [2.1, -0.9, 0.5], [1.2, 0.5, 1.3], [-1.3, 0.0, -1.5], [-0.1, -0.2, -0.3], [-0.3, 0.4, -0.1], [0.2, 0.4, 0.1], [0.0, -0.9, 0.0], [0.0, 0.4, -0.1], [-0.1, 0.1, 0.4], [0.1, 0.0, 0.2], [-0.1, 0.1, 0.1], [0.2, 0.1, 0.0], [0.0, 0.1, 0.1], [0.0, 0.1, -0.1], [-0.1, 0.0, -0.2], [0.1, 0.0, 0.0], [-0.1, 0.0, -0.1], [0.1, -0.1, 0.1], [0.0, 0.0, -0.2], [0.1, -0.3, -0.1], [-0.1, 0.2, -0.2], [0.0, 0.2, 0.4], [0.4, -0.2, 0.0], [-0.5, -0.1, -0.4], [0.4, 0.0, 0.2], [-0.1, -0.4, 0.2], [0.0, -0.1, -0.1], [0.0, -0.1, 0.2], [0.1, 0.0, 0.0], [0.1, -0.1, 0.1], [0.1, 0.1, 0.1], [0.0, 0.2, 0.0], [0.0, 0.0, -0.1], [-0.2, 0.1, 0.0], [0.0, -0.1, -0.1], [-0.1, 0.1, 0.0], [0.0, 0.1, -0.3], [0.3, -0.2, 0.0], [-0.2, 0.1, -0.4], [0.0, 0.4, 0.1], [0.2, -0.5, 0.4], [-0.1, 0.4, -0.1], [-0.5, -0.1, 0.1], [-0.1, 0.0, 0.2], [-0.2, 0.1, 0.0], [0.0, 0.1, 0.0], [-0.1, 0.1, 0.0], [0.0, 0.0, -0.2], [0.0, -0.1, -0.2], [0.1, 0.0, 0.0], [0.0, -0.2, -0.1], [0.1, 0.0, 0.2], [0.2, 0.0, -0.1], [0.2, -0.1, 0.2]]
}

=====

Record 3
{
  "formula": "C15H42MnO17S5",
  "method": "the ωB97M-V functional and the def2-TZVPD basis",
  "charge": 1,
  "orbital_gap_ev": [8.580, 4.013],
  "homo_energy_ha": [-0.478, -0.478],
  "multiplicity": 7,
  "elements": ["Mn", "O", "H", "O", "H", "O", "S", "O", "O", "C", "C", "C", "H", "H", "H", "H", "H", "H", "H", "H", "O", "S", "O", "O", "C", "C", "C", "H", "H", "H", "H", "H", "H", "H", "H", "O", "S", "O", "O", "C", "C", "C", "H", "H", "H", "H", "H", "H", "H", "H", "O", "S", "O", "O", "C", "C", "C", "H", "H", "H", "H", "H", "H", "H", "H", "O", "S", "O", "O", "C", "C", "C", "H", "H", "H", "H", "H", "H", "H", "H"],
  "coordinates": [[1.381, -3.020, 0.670], [0.250, -4.710, 0.405], [-0.643, -4.325, 0.310], [0.279, -1.541, 0.028], [-0.261, -1.064, -0.631], [-5.273, -3.107, 1.147], [-4.248, -2.879, 0.140], [-3.766, -3.889, -0.813], [-4.756, -1.537, -0.784], [-5.551, -0.543, -0.191], [-5.879, 0.437, -1.359], [-2.744, -2.061, 0.894], [-5.179, 0.027, 0.661], [-6.474, -1.054, 0.082], [-6.678, 1.111, -1.050], [-6.200, 0.122, -2.353], [-4.979, 1.018, -1.557], [-2.111, -2.866, 1.265], [-3.063, -1.485, 1.762], [-2.278, -1.350, 0.211], [2.116, -0.718, 3.559], [1.350, 0.440, 3.941], [0.918, 0.733, 5.281], [2.119, 1.771, 3.311], [2.855, 1.739, 2.102], [4.293, 1.508, 2.581], [-0.197, 0.393, 2.920], [2.797, 2.711, 1.611], [2.533, 0.925, 1.452], [4.366, 0.604, 3.186], [4.702, 2.298, 3.211], [4.934, 1.258, 1.736], [-0.788, 1.265, 3.199], [-0.651, -0.539, 3.259], [-0.011, 0.288, 1.851], [-0.266, 1.770, -3.867], [-0.780, 0.865, -4.874], [-0.505, 0.965, -6.293], [-0.586, -0.748, -4.396], [-0.810, -1.089, -3.057], [-1.211, -2.564, -2.874], [-2.579, 0.948, -4.784], [-1.539, -0.432, -2.584], [0.062, -0.857, -2.446], [-2.137, -2.834, -3.381], [-1.393, -2.887, -1.849], [-0.380, -3.163, -3.248], [-2.988, 0.049, -5.245], [-2.908, 1.893, -5.215], [-2.876, 0.923, -3.735], [3.126, -1.769, 0.680], [4.436, -1.409, 0.230], [4.528, -0.130, -0.475], [5.423, -1.230, 1.530], [5.523, -2.318, 2.366], [6.176, -1.743, 3.637], [5.332, -2.742, -0.709], [6.144, -3.099, 1.927], [4.531, -2.657, 2.664], [5.606, -0.994, 4.187], [7.111, -1.235, 3.403], [6.410, -2.554, 4.327], [5.210, -3.645, -0.112], [6.334, -2.315, -0.767], [4.882, -2.806, -1.700], [-2.302, 2.166, 1.264], [-1.993, 2.067, -0.153], [-2.716, 1.064, -0.957], [-2.318, 3.577, -0.869], [-1.732, 4.727, -0.243], [-2.334, 6.048, -0.586], [-0.148, 1.958, -0.490], [-0.683, 4.747, -0.540], [-1.684, 4.625, 0.841], [-3.411, 5.932, -0.467], [-2.129, 6.318, -1.623], [-2.004, 6.882, 0.034], [0.066, 2.390, -1.467], [0.040, 0.884, -0.478], [0.309, 2.463, 0.360]],
  "forces_ev_per_angstrom": [[0.3, 2.9, -0.3], [-0.2, -0.3, -0.2], [-0.6, -0.2, 0.0], [0.2, -0.9, 0.1], [0.5, -0.8, 0.6], [1.6, -0.2, -1.3], [-0.1, 2.2, -1.0], [-0.9, 1.7, 1.8], [2.4, -2.9, 0.7], [-2.6, 0.4, -1.7], [0.5, 0.8, 0.6], [-1.3, -0.4, 0.3], [0.6, -0.3, -0.1], [-0.1, 0.3, 0.5], [0.1, 0.2, 0.3], [0.0, -1.2, 0.4], [-0.1, 0.2, 0.1], [0.1, 0.1, -0.2], [-0.3, -0.1, 0.0], [-0.1, -0.6, -0.3], [0.2, -0.2, 0.4], [-1.5, 1.7, -2.2], [1.2, -0.2, -1.2], [-2.4, -0.7, 2.0], [2.0, -0.7, 0.8], [0.4, -0.8, -0.7], [1.1, -0.2, 1.0], [-0.5, -0.1, 0.1], [-0.1, 0.1, -0.1], [-0.5, 0.0, 0.1], [-0.2, 0.3, -0.4], [0.2, 0.6, -0.1], [0.0, -0.2, -0.2], [-0.3, 0.1, 0.1], [0.3, 0.2, 0.2], [0.4, -1.1, -0.8], [-2.4, -0.4, -0.4], [0.9, -0.5, 2.1], [0.4, 1.5, -1.7], [-0.6, 0.2, 2.1], [0.4, 0.2, -0.7], [0.3, -0.3, 0.8], [-0.6, 0.0, -0.3], [0.7, -0.2, -0.3], [0.2, 0.2, -0.3], [0.1, 0.6, 0.2], [-0.2, -0.3, -0.2], [0.1, 0.3, -0.4], [0.1, -0.2, -0.2], [0.1, 0.1, 0.1], [-1.7, -1.8, 0.6], [4.0, 3.6, -1.4], [-0.2, -2.7, 1.2], [-1.8, 1.0, -3.6], [0.4, -0.4, 3.0], [0.6, -0.4, 0.1], [-1.3, 1.3, 0.9], [-0.1, -0.1, 0.1], [-0.1, -0.4, -0.2], [-0.5, -0.3, -0.3], [0.1, -0.2, -0.2], [0.0, 0.0, 0.0], [0.4, 0.0, -0.3], [0.0, -0.4, 0.1], [0.0, 0.0, 0.1], [0.7, -0.3, -1.4], [-0.8, 1.4, -1.4], [1.6, 1.8, 1.2], [-0.4, -2.2, 0.7], [2.2, 0.0, 1.1], [-1.3, -0.2, -0.9], [-1.8, -0.2, 0.7], [0.3, -0.1, -0.2], [-0.5, -0.3, 0.1], [-0.2, 0.4, -0.1], [-0.1, 0.0, 0.0], [0.2, -0.4, 0.2], [-0.2, 0.0, 0.1], [0.3, 0.2, 0.1], [0.2, 0.0, -0.2]]
}

=====

Record 4
{
  "formula": "C15H43FHfN3O6",
  "method": "the ωB97M-V functional and the def2-TZVPD basis",
  "de_lowest_ev": 19.897,
  "charge": 3,
  "orbital_gap_ev": 1.352,
  "homo_energy_ha": -0.565,
  "elements": ["Hf", "F", "C", "O", "H", "H", "H", "H", "C", "C", "C", "O", "C", "N", "H", "H", "H", "H", "H", "H", "H", "H", "H", "H", "H", "C", "C", "C", "O", "C", "N", "H", "H", "H", "H", "H", "H", "H", "H", "H", "H", "H", "C", "C", "C", "O", "C", "N", "H", "H", "H", "H", "H", "H", "H", "H", "H", "H", "H", "C", "C", "O", "O", "H", "H", "H", "H", "H", "H"],
  "coordinates": [[3.763, -3.977, 1.147], [0.721, -1.786, -0.108], [-4.262, -2.205, 3.072], [-3.248, -2.190, 4.040], [-4.884, -3.071, 3.303], [-4.731, -1.222, 3.085], [-3.718, -2.369, 2.142], [-3.545, -1.693, 4.805], [-2.516, 1.827, -4.816], [-3.205, 2.275, -3.582], [-4.373, 3.261, -3.712], [-5.180, 3.508, -2.531], [-6.334, 4.252, -2.889], [-3.584, 1.056, -2.987], [-2.187, 2.762, -5.269], [-3.259, 1.466, -5.527], [-1.664, 1.148, -4.845], [-2.516, 2.688, -2.845], [-5.004, 2.900, -4.524], [-3.846, 4.168, -4.007], [-6.886, 4.656, -2.041], [-7.147, 3.792, -3.451], [-6.108, 5.087, -3.552], [-2.801, 0.501, -2.672], [-4.185, 1.348, -2.230], [-0.847, 4.917, 3.516], [0.578, 4.504, 3.718], [1.480, 5.487, 4.501], [2.809, 5.063, 4.715], [3.503, 6.006, 5.572], [0.505, 3.195, 4.352], [-0.793, 5.641, 2.703], [-1.271, 5.463, 4.359], [-1.518, 4.132, 3.166], [0.932, 4.451, 2.689], [0.977, 5.594, 5.462], [1.439, 6.419, 3.937], [3.635, 6.923, 4.997], [4.519, 5.710, 5.834], [3.033, 6.179, 6.540], [-0.010, 2.473, 3.868], [0.132, 3.064, 5.281], [1.526, -7.376, -4.187], [1.370, -6.584, -2.943], [0.575, -7.446, -1.942], [0.588, -6.835, -0.656], [-0.305, -7.579, 0.079], [2.699, -6.313, -2.404], [0.539, -7.637, -4.567], [2.057, -8.318, -4.044], [2.013, -6.820, -4.988], [0.822, -5.652, -3.080], [1.159, -8.355, -1.798], [-0.378, -7.680, -2.416], [-0.339, -7.206, 1.103], [0.007, -8.619, 0.175], [-1.324, -7.556, -0.305], [3.198, -5.816, -3.128], [3.091, -7.243, -2.451], [5.692, 1.039, -0.501], [5.613, 1.337, 0.978], [4.668, 0.424, 1.599], [5.399, -0.294, -0.822], [6.642, 1.328, -0.949], [4.869, 1.589, -0.958], [5.462, 2.401, 1.165], [6.470, 0.987, 1.554], [4.021, 0.981, 2.037], [5.464, -0.163, -1.770]],
  "forces_ev_per_angstrom": [[-1.3, 0.9, -1.0], [1.2, -0.8, 0.5], [0.9, 0.1, 0.0], [0.9, 0.1, 0.7], [-0.7, 0.2, -0.4], [-0.7, -0.3, -0.3], [-0.4, -0.1, -0.2], [-0.1, -0.1, 0.2], [0.3, 2.3, -2.9], [-1.1, -2.0, 0.5], [0.6, 0.3, 0.3], [0.6, -1.1, -1.5], [-1.0, 1.4, -0.2], [-0.6, 1.1, 2.3], [0.5, 0.0, -0.5], [-0.1, -0.3, 0.2], [-0.2, 0.0, 0.9], [0.9, 0.7, 0.3], [-0.2, 0.1, -0.2], [-0.5, 0.6, -0.3], [0.8, -0.2, 0.5], [0.4, -1.3, -0.2], [0.6, 0.3, 0.1], [0.0, -0.6, -0.2], [-0.8, -1.2, 0.6], [-1.3, 1.9, -0.4], [1.8, -1.1, 0.2], [-1.1, -0.6, 0.2], [-0.1, 0.0, 0.4], [0.5, 0.0, -0.4], [-0.2, -0.3, -0.2], [-0.3, 0.2, -0.2], [-0.1, -0.4, 0.3], [0.2, -0.1, 0.2], [0.6, -0.9, 0.1], [0.0, 0.5, 0.3], [0.1, 0.4, 0.2], [-0.3, 0.3, 0.2], [-0.1, -0.8, -0.5], [-0.7, 0.0, -0.3], [0.3, -0.1, -1.0], [0.6, 0.9, 0.9], [-0.8, -0.3, -1.6], [-0.6, 0.0, 1.3], [2.3, 0.9, -0.6], [-0.6, 0.3, -1.5], [-0.9, -0.5, 2.2], [0.1, 0.2, 0.2], [-0.1, -0.1, -0.2], [0.1, 0.0, 0.2], [0.1, 0.0, 0.1], [0.1, 0.1, -0.2], [-0.2, -0.6, -0.3], [-0.4, 0.1, 0.7], [0.0, 0.2, 0.0], [0.0, -0.3, -0.2], [-0.1, 0.0, -0.2], [0.3, 0.4, -0.1], [0.8, -0.2, 0.5], [-0.9, 1.2, 0.4], [1.0, -2.0, 1.0], [-1.0, 1.0, -0.2], [0.5, -0.7, -0.2], [0.1, 0.3, 0.2], [0.1, 0.7, -0.2], [-0.3, -0.1, 0.1], [0.9, 0.7, -0.7], [-0.3, -0.2, 0.1], [-0.2, -1.2, -0.4]]
}